a.
The following is a DFT calculation (ωB97M-V/def2-TZVPD) of a cluster of 3 separate species, C4H13N3O in total.

Lowest unoccupied orbital energy (alpha / beta): 0.2 / -0.5 eV

Element x y z (Å)
1 C -1.23 0.66 -1.03
2 C 0.63 -0.26 -1.39
3 C 2.02 0.08 0.47
4 C -0.85 1.85 -0.20
5 N 1.08 -0.74 -0.25
6 N -0.09 -1.95 2.11
7 N -1.99 -0.27 -0.42
8 O -0.48 -0.75 1.61
9 H -1.46 0.85 -2.08
10 H -0.51 -2.72 1.59
11 H 0.93 -2.05 2.04
12 H -2.36 -1.00 -1.02
13 H -1.54 -0.63 0.52
14 H 0.22 -0.99 -2.09
15 H 1.10 0.62 -1.85
16 H 1.82 0.01 1.54
17 H 3.03 -0.32 0.29
18 H 2.02 1.14 0.17
19 H -0.47 1.53 0.76
20 H -1.75 2.46 -0.03
21 H -0.11 2.47 -0.71

These are the natural (NBO) partial charges, in e, on atoms 1 to 2: C 0.12; C -0.22

b.
The following is a DFT calculation (ωB97M-V/def2-TZVPD) of an isolated molecule of C4H13N3O.

Lowest unoccupied orbital energy: 1.0 eV

Element x y z (Å)
1 C -1.61 -1.20 -2.10
2 C -1.00 0.06 -1.52
3 N 0.47 -0.21 -0.90
4 O 0.96 -1.54 -0.94
5 C 0.74 0.62 0.26
6 N 2.13 0.63 0.58
7 N -0.01 0.06 1.36
8 C -0.27 0.86 2.56
9 H -1.98 -1.86 -1.32
10 H -0.86 -1.76 -2.67
11 H -2.41 -0.94 -2.81
12 H -0.76 0.79 -2.29
13 H -1.71 0.54 -0.83
14 H 1.85 -1.52 -0.55
15 H 0.39 1.64 0.06
16 H 2.80 0.53 -0.18
17 H 2.56 1.07 1.38
18 H -0.28 -0.91 1.33
19 H -0.56 1.87 2.27
20 H 0.62 0.89 3.19
21 H -1.08 0.39 3.12

These are the natural (NBO) partial charges, in e, on atoms 1 to 2: C -0.63; C -0.21

c.
The following is a DFT calculation (ωB97M-V/def2-TZVPD) of a cluster of 3 separate species, C4H13N3O in total.

Lowest unoccupied orbital energy: -2.5 eV

Element x y z (Å)
1 C 2.18 -0.31 0.53
2 C 0.86 0.41 0.67
3 C -0.21 0.21 -0.37
4 C -0.54 1.29 -1.21
5 N -1.66 1.20 -2.03
6 N -0.76 -1.03 -0.27
7 N 2.07 -1.76 0.29
8 H 2.74 0.17 -0.34
9 H 2.66 -0.30 1.47
10 H 1.14 1.35 0.96
11 H 0.37 -0.09 1.57
12 H 0.21 2.06 -1.24
13 H -2.10 2.13 -2.27
14 H -2.50 0.59 -1.72
15 H 1.39 -1.77 -0.44
16 H -1.47 -1.08 -1.07
17 H 1.53 -2.31 0.97
18 H 2.93 -0.07 2.33
19 H -2.69 0.48 0.70
20 H -2.80 -0.96 0.82
21 O -3.36 -0.22 0.64

These are the natural (NBO) partial charges, in e, on atoms 1 to 2: C -0.06; C -0.47

d.
The following is a DFT calculation (ωB97M-V/def2-TZVPD) of an isolated molecule of C4H13N3O.

Lowest unoccupied orbital energy: 1.0 eV

Element x y z (Å)
1 N 1.04 0.73 1.93
2 C 1.14 1.02 0.47
3 C -0.17 0.27 -0.19
4 O -1.24 0.63 0.64
5 C -0.34 0.67 -1.60
6 N -1.61 0.06 -2.20
7 C 0.10 -1.34 -0.02
8 N -0.20 -1.65 1.44
9 H 1.55 1.44 2.34
10 H 1.32 -0.25 2.16
11 H 0.81 2.15 0.24
12 H 2.01 0.66 -0.14
13 H -0.87 0.52 1.76
14 H -0.19 1.84 -1.99
15 H 0.72 0.13 -1.89
16 H -1.57 0.07 -3.35
17 H -2.33 0.58 -1.78
18 H 1.36 -1.46 -0.10
19 H -0.37 -1.88 -0.91
20 H -1.25 -1.54 1.69
21 H 0.09 -2.65 1.50

These are the natural (NBO) partial charges, in e, on atoms 1 to 2: N -0.86; C -0.26

Top of the stability list: b, leading by 0.0159 hartree.

a.
The following is a DFT calculation (ωB97M-V/def2-TZVPD) of a structure of composition C4H13N3O.

Lowest unoccupied orbital energy: 0.7 eV

Element x y z (Å)
1 C -0.36 0.26 -0.31
2 C 1.22 -1.00 0.55
3 C -0.64 0.14 1.08
4 C 0.10 1.57 -0.88
5 N -0.99 -0.57 -1.19
6 N -2.33 1.02 1.13
7 N 2.35 -0.40 -0.07
8 O 1.00 -2.31 0.01
9 H 0.37 -2.78 0.57
10 H 1.44 -1.12 1.62
11 H -0.75 -0.50 -2.16
12 H -1.23 -1.50 -0.86
13 H -2.92 0.67 0.38
14 H -2.23 2.02 0.96
15 H 2.22 -0.36 -1.08
16 H 3.21 -0.92 0.10
17 H -0.14 0.83 1.75
18 H -1.03 -0.79 1.47
19 H -0.11 1.67 -1.94
20 H 1.18 1.68 -0.77
21 H -0.36 2.41 -0.36

These are the natural (NBO) partial charges, in e, on atoms 1 to 2: C 0.27; C 0.16

b.
The following is a DFT calculation (ωB97M-V/def2-TZVPD) of a cluster of 3 separate species, C4H13N3O in total.

Lowest unoccupied orbital energy: 0.9 eV

Element x y z (Å)
1 N -0.56 2.18 0.51
2 C -1.23 1.36 1.38
3 O -2.06 0.54 1.02
4 H 0.10 2.85 0.85
5 H -0.73 2.04 -0.48
6 H -1.11 1.66 2.43
7 C 1.10 -0.18 1.48
8 C 0.74 -0.90 2.53
9 H 1.89 0.57 1.57
10 H 0.68 -0.47 0.45
11 H -0.02 -1.66 2.43
12 H 1.14 -0.75 3.52
13 N 1.19 -0.78 -2.42
14 C -0.21 -0.49 -2.16
15 N -0.53 -1.04 -0.86
16 H 1.56 -0.23 -3.19
17 H 1.31 -1.76 -2.66
18 H -0.87 -0.89 -2.96
19 H -0.35 0.60 -2.12
20 H -1.35 -0.60 -0.42
21 H -0.68 -2.04 -0.90

These are the natural (NBO) partial charges, in e, on atoms 1 to 2: N -0.82; C 0.55

Top of the stability list: b, leading by 0.0977 hartree.